Record 1
An isolated molecule of C7H12S in a non-equilibrium geometry. Source: OMol25; level of theory: the ωB97M-V functional and the def2-TZVPD basis.

Each line ends with the Mulliken charge.
Element x y z (Å)
1 C -2.079 -0.112 -2.343  0.229
2 C -1.606 0.049 -1.226  -0.714
3 C -1.078 0.003 0.132  -0.650
4 S -1.665 -1.622 1.122  -0.196
5 C 0.511 0.089 0.215  1.669
6 C 0.923 0.064 1.711  -2.060
7 C 0.870 1.445 -0.396  -1.516
8 C 0.948 -1.123 -0.618  -1.717
9 H -2.303 -0.078 -3.377  0.469
10 H -1.402 0.802 0.897  0.494
11 H -2.781 -1.039 1.603  0.166
12 H 1.094 -0.827 2.228  0.428
13 H 1.892 0.494 1.676  0.518
14 H 0.370 0.590 2.408  0.481
15 H 1.356 1.314 -1.423  0.287
16 H 0.001 2.026 -0.501  0.396
17 H 1.527 1.970 0.223  0.448
18 H 1.025 -0.888 -1.705  0.357
19 H 0.379 -1.914 -0.267  0.476
20 H 2.020 -1.244 -0.360  0.435

Summary:
- HOMO energy: -9.2 eV
- Frontier orbital gap: 9.9 eV


Record 2
A cluster of 9 separate species, C34H60N8O4S in total in a non-equilibrium geometry. Source: OMol25; level of theory: the ωB97M-V functional and the def2-TZVPD basis.

Each line ends with the Mulliken charge.
Element x y z (Å)
1 O 12.615 10.521 9.587  -0.584
2 S 13.898 10.240 9.080  1.058
3 O 14.474 11.258 8.324  -0.586
4 O 14.914 9.816 10.303  -0.147
5 C 15.810 8.819 9.820  -0.519
6 C 14.826 7.909 8.975  -0.333
7 O 13.956 8.855 8.371  -0.354
8 H 16.596 9.277 9.231  0.258
9 H 16.183 8.293 10.718  0.433
10 H 14.295 7.165 9.578  0.302
11 H 15.380 7.377 8.172  0.303
12 C 17.186 14.360 10.183  -1.368
13 C 15.954 13.446 10.259  0.260
14 C 15.728 12.766 11.606  1.866
15 C 16.759 11.789 11.925  -0.349
16 N 17.583 11.080 12.285  -0.712
17 H 18.084 13.848 10.486  0.132
18 H 17.188 15.231 10.855  0.310
19 H 17.291 14.766 9.184  0.461
20 H 16.062 12.755 9.427  0.273
21 H 15.126 14.107 10.063  -0.191
22 H 14.698 12.360 11.695  -1.200
23 H 15.756 13.536 12.388  0.522
24 C 18.234 14.338 16.005  -1.217
25 C 18.713 13.307 14.943  0.107
26 C 18.243 11.890 15.267  -0.373
27 C 16.776 11.781 15.454  0.244
28 N 15.652 11.548 15.604  -0.542
29 H 18.530 15.322 15.798  0.474
30 H 18.482 14.056 17.068  0.272
31 H 17.149 14.454 15.879  0.242
32 H 19.823 13.325 14.789  0.296
33 H 18.270 13.518 13.952  -0.100
34 H 18.772 11.441 16.147  0.405
35 H 18.391 11.175 14.435  0.225
36 C 13.425 16.726 15.119  -0.765
37 C 14.746 17.485 15.167  -0.402
38 C 14.743 18.406 13.999  -0.217
39 C 13.645 19.432 14.169  0.297
40 N 12.687 20.042 14.045  -0.535
41 H 13.240 16.446 14.013  -0.046
42 H 12.565 17.316 15.352  0.404
43 H 13.303 15.792 15.676  0.433
44 H 15.650 16.891 15.212  0.071
45 H 14.876 18.074 16.040  0.348
46 H 14.562 17.874 13.042  0.095
47 H 15.745 18.932 13.879  0.330
48 C 11.301 7.885 13.632  -1.375
49 C 12.181 9.097 13.186  0.017
50 C 13.668 8.860 13.695  -0.048
51 C 14.355 7.841 12.901  0.356
52 N 14.876 6.987 12.308  -0.654
53 H 11.498 7.018 12.968  0.328
54 H 10.228 8.144 13.593  0.398
55 H 11.476 7.606 14.667  0.341
56 H 11.890 9.998 13.762  0.057
57 H 12.067 9.334 12.189  0.177
58 H 13.531 8.559 14.715  0.557
59 H 14.152 9.827 13.656  -0.117
60 C 9.795 17.168 13.047  -0.945
61 C 9.472 17.614 11.626  -0.300
62 C 10.609 18.259 10.823  -0.617
63 C 11.840 17.516 10.762  0.317
64 N 12.892 17.041 10.830  -0.531
65 H 9.999 17.951 13.778  0.374
66 H 10.615 16.376 13.088  -0.058
67 H 8.982 16.625 13.535  0.415
68 H 8.693 18.360 11.608  0.337
69 H 9.208 16.790 11.000  0.248
70 H 11.041 19.087 11.376  0.409
71 H 10.274 18.586 9.832  0.366
72 C 12.092 14.544 5.356  -1.282
73 C 12.878 14.822 6.607  -0.693
74 C 12.236 14.573 8.016  0.854
75 C 10.915 15.207 8.162  0.015
76 N 9.871 15.637 8.427  -0.573
77 H 11.242 15.203 5.358  0.346
78 H 11.778 13.514 5.158  0.301
79 H 12.786 14.863 4.614  0.416
80 H 13.049 15.934 6.500  0.279
81 H 13.817 14.271 6.549  0.425
82 H 12.926 14.958 8.791  -0.253
83 H 12.101 13.484 8.110  0.160
84 C 22.212 11.789 11.329  -1.170
85 C 21.105 11.401 10.370  0.224
86 C 21.529 11.659 8.916  -0.589
87 C 22.521 10.663 8.405  0.196
88 N 23.183 9.819 8.007  -0.422
89 H 22.492 12.823 11.111  0.344
90 H 23.097 11.189 11.118  0.346
91 H 21.949 11.729 12.402  0.279
92 H 20.121 11.898 10.489  -0.196
93 H 20.901 10.349 10.438  0.287
94 H 21.848 12.661 8.778  0.415
95 H 20.683 11.481 8.239  0.260
96 C 11.986 13.361 13.552  -1.143
97 C 12.126 13.372 12.077  1.464
98 C 10.726 13.533 11.386  0.730
99 C 9.936 12.295 11.545  0.128
100 N 9.272 11.367 11.683  -0.571
101 H 12.899 13.062 14.105  0.284
102 H 11.236 12.632 13.858  0.315
103 H 11.699 14.350 14.004  0.096
104 H 12.621 12.492 11.670  -0.817
105 H 12.651 14.276 11.763  0.042
106 H 10.832 13.953 10.393  -0.454
107 H 10.208 14.387 11.826  0.018

Summary:
- HOMO energy: -11.2 eV
- Frontier orbital gap: 11.4 eV